# CH2FNO

A 2-piece molecular cluster, CH2FNO overall (ωB97M-V with the def2-TZVPD basis set, OMol25).

Output
* E_LUMO (alpha / beta): -1.0978 / -1.2426 eV
* HOMO level (alpha / beta): -9.690 / -9.666 eV

Last column: Mulliken charge in e.
Geometry (Å):
O  -0.81126  1.41090  1.73384  -0.238
H  0.58564  -0.60969  1.00550  0.309
F  -0.35505  0.72195  -1.76804  -0.092
N  0.26592  -0.61464  -0.00437  -0.272
H  0.56109  -1.46642  -0.48085  0.216
C  -0.24634  0.55790  -0.48607  0.077

Cartesian forces (eV/Å) of the 2 atoms listed first:
O 0.257 -0.287 -0.935
H -1.215 0.460 -1.714

---

# C3H7N3O2

One molecule with the formula C3H7N3O2 (ωB97M-V with the def2-TZVPD basis set, OMol25).

Output
* E_LUMO: -0.1172 eV
* SMILES: C/C(=C/[N+](=O)[O-])NN
* HOMO level: -9.354 eV

Last column: Mulliken charge in e.
Geometry (Å):
C  -1.34388  -0.77269  -0.17491  -0.729
O  -2.40067  1.33552  -0.17352  -0.584
H  1.90519  1.61901  -0.94723  0.273
H  -1.63226  -1.75158  -0.19463  0.448
N  -2.46628  0.14027  -0.06647  0.899
H  -0.22108  1.77232  -0.30024  0.288
H  2.30124  1.12931  0.71349  0.293
C  1.10840  -1.32074  0.02692  -1.320
C  -0.05804  -0.43943  -0.01550  0.865
N  1.70148  1.71008  0.13013  -0.573
H  1.94955  -0.64781  -0.20510  0.293
H  1.40818  -1.45113  1.09165  0.320
H  0.96965  -2.30429  -0.44122  0.364
O  -3.56270  -0.32253  0.18048  -0.569
N  0.34122  1.30369  0.37614  -0.268

Cartesian forces (eV/Å) of the 2 atoms listed first:
C 1.559 2.368 0.484
O 2.183 1.558 -0.663

---

# C3H11N3O

C3H11N3O as an isolated structure (ωB97M-V with the def2-TZVPD basis set, OMol25).

Output
* E_LUMO: 0.8929 eV
* HOMO level: -8.479 eV

Last column: Mulliken charge in e.
Geometry (Å):
H  1.77088  -1.84252  -0.03931  0.395
H  -0.14598  2.04226  0.63387  0.249
H  -2.58858  0.31421  -1.04923  0.219
C  -1.55911  0.69031  0.69772  0.429
H  2.39893  0.04231  -1.30300  0.380
C  1.31196  -0.00116  -1.40542  -1.191
N  -0.63390  1.40775  0.01339  -0.472
N  1.10596  -0.58465  1.44315  -0.356
H  1.16746  0.94582  -1.92975  0.414
H  -3.16767  -0.51721  0.39771  0.228
H  -0.07943  0.83223  -0.90593  0.257
H  0.00073  -1.49914  -0.02421  0.384
H  1.12280  -0.80820  -2.11155  0.285
H  0.25778  -0.15957  1.86045  0.333
N  -2.47567  0.02691  -0.09154  -0.358
O  -1.47741  0.42610  1.91037  -0.738
C  0.99102  -1.13093  0.21293  -0.646
H  2.00022  -0.18452  1.69036  0.186

Cartesian forces (eV/Å) of the 2 atoms listed first:
H 0.045 0.132 -0.239
H 0.517 -0.425 -0.412

---

Results for energy above the lowest of the compared OMol25 structures with the same formula, charge and spin: 7.412 7.825 2.847 (in eV, following the order of the records).
Results for E_tot: -7317.5473 -11783.4877 -9805.1541 (in eV, following the order of the records).